Formula: C4H5NO
Source: OMol25
Level of theory: ωB97M-V/def2-TZVPD

Positions of all 11 atoms, in Å:
N: -1.118411 -1.974801 0.760076
C: -0.694727 -0.781934 0.506730
C: 0.183228 -0.702891 -0.676292
C: 0.884500 0.442085 -0.808771
C: 0.434657 1.564436 -0.062164
O: -0.846240 0.341732 1.146272
H: -1.583933 -2.027028 1.665357
H: 0.298801 -1.595050 -1.276416
H: 1.834348 0.473512 -1.342059
H: -0.574752 1.927908 -0.097488
H: 1.182529 2.332030 0.184756

Forces on atoms 1 to 3 (eV/Å):
N -0.1 0.4 0.2
C 0.2 -0.1 -0.1
C 0.2 0.0 -0.2

- total charge = 0
- HOMO energy (spin up / spin down) (eV) = -9.308 / -9.307